DFT (ωB97M-V/def2-TZVPD) results for 2 unconnected molecules or ions with the total composition C34H60N3O7P2S.

Element x y z (Å)
S  8.08011  0.94385  0.61979
P  7.30419  -0.80554  0.24208
P  3.59293  -0.10214  -3.41234
O  -3.66118  -4.94375  1.58333
O  1.99406  2.53442  -1.87534
O  3.55726  0.12021  -4.95263
O  5.05232  -2.50416  2.10005
O  6.28232  2.07504  -1.83194
O  7.72441  -1.40203  -1.32432
O  7.84493  -1.85492  1.48694
N  -5.34242  -6.36406  3.78613
N  4.05686  1.45511  -2.68774
N  5.07856  -1.57121  4.53568
C  -3.05772  -5.69407  0.53507
C  1.07737  9.41958  -5.69273
C  -0.89418  2.13869  1.04303
C  4.70523  0.34727  -0.66805
C  2.89662  -1.33991  1.21696
C  0.05249  9.10943  -4.45577
C  2.87984  1.66170  -1.76301
C  -0.65976  3.08078  -0.25898
C  0.61592  0.01987  0.27783
C  -5.64915  -5.07364  2.99108
C  -0.97591  6.87431  -3.34001
C  4.47080  -1.52557  1.20212
C  -3.00242  -5.52945  4.47286
C  -1.66769  4.33244  -0.34853
C  5.29270  -1.89405  3.38265
C  0.37721  1.21566  1.37439
C  2.37708  11.58268  -4.82444
C  1.81314  -3.77252  1.71179
C  5.42303  -0.66750  0.26765
C  2.01716  -2.24816  2.19274
C  -0.63688  5.47443  -2.57207
C  -6.08907  -7.60340  3.26512
C  0.26920  -4.10863  1.28932
C  3.14522  0.53643  -0.65384
C  -5.07971  -4.95555  1.57557
C  5.23641  1.40537  -1.74828
C  2.72028  -4.22668  0.46673
C  2.19707  -0.26328  0.28593
C  -5.75991  -8.05930  1.85473
C  0.34842  7.60072  -3.91239
C  1.31391  11.00283  -5.92220
C  -3.84671  -6.67446  3.93814
C  -0.81774  5.56877  -0.96794
C  -5.91287  -6.13268  5.19352
H  1.71901  11.19040  -6.98447
H  -3.02147  -4.64582  3.83585
H  -5.70161  -7.01490  5.80043
H  0.75440  7.02410  -4.81754
H  -7.15860  -7.38764  3.33934
H  3.19464  10.79906  -4.60957
H  -6.31394  -7.48540  1.11202
H  -3.77652  -7.52248  4.62682
H  -5.45512  -5.24461  5.62606
H  0.32461  0.36097  -0.78798
H  7.48587  -2.75670  1.25457
H  -6.99073  -5.98463  5.10129
H  0.40145  3.52835  -0.11683
H  0.37454  0.74636  2.41885
H  2.07015  8.89262  -5.40827
H  -2.05430  4.61418  0.69980
H  -1.00225  9.22843  -4.88679
H  -1.54265  7.60031  -2.65128
H  -4.69707  -8.03602  1.61899
H  0.95655  -1.78924  2.28664
H  2.53032  -2.28382  3.23213
H  0.06369  -0.93401  0.58807
H  -2.19558  -5.13180  0.16269
H  -3.29910  -5.22638  5.47806
H  -3.47046  -7.01443  2.97721
H  3.85189  -4.25489  0.70904
H  -1.30368  4.65560  -3.03952
H  2.89093  12.53437  -5.22943
H  -2.49435  4.10509  -1.10472
H  0.26719  9.91623  -3.66643
H  1.33099  1.87441  1.32199
H  -1.95917  -5.85407  4.52989
H  7.03097  -2.09545  -1.49038
H  -3.73452  -5.89650  -0.29885
H  0.17111  -5.24527  1.07343
H  -5.85616  -8.41252  3.96358
H  -6.74123  -4.99566  2.95445
H  0.44808  5.21256  -2.87895
H  2.44514  -5.32788  0.22551
H  1.15406  7.68716  -3.10040
H  -0.99675  2.87847  1.93333
H  -1.30757  6.59381  -0.74534
H  0.24654  5.63782  -0.51405
H  4.49573  -1.17538  -3.12342
H  2.50317  -3.59548  -0.47619
H  -1.86145  1.53027  0.98147
H  0.09055  -3.59439  0.27178
H  -5.27114  -4.24999  3.59922
H  -5.40140  -3.98730  1.17085
H  -6.09409  -9.09362  1.72801
H  -2.68916  -6.63505  0.94250
H  0.36731  11.63469  -5.80335
H  -5.48510  -5.70598  0.90137
H  2.03411  -4.49533  2.59168
H  -1.65573  6.68906  -4.25818
H  0.68238  8.98490  -6.68637
H  -0.66928  2.42098  -1.21118
H  2.26269  -0.52659  -3.05396
H  -0.48480  -3.79013  2.08725
H  1.79316  11.86628  -3.87942

E_tot = -3102.726620 Eh
M = 716.9 g mol⁻¹
net charge = +1
HOMO-LUMO gap = 0.26479 Ha

These are the Mulliken partial charges, in e, on atoms 1 to 99:
1 S -0.3368
2 P 0.8191
3 P 0.7381
4 O -0.1812
5 O -0.4689
6 O -0.7143
7 O -0.3964
8 O -0.4506
9 O -0.5102
10 O -0.5082
11 N -0.0532
12 N -0.1642
13 N -0.4859
14 C -0.6158
15 C -0.6179
16 C -0.8281
17 C 0.1375
18 C 0.5028
19 C -0.4235
20 C -0.3300
21 C 0.0137
22 C -0.5661
23 C -0.6704
24 C -0.7652
25 C 0.2500
26 C -1.2536
27 C -0.6885
28 C 0.4592
29 C -0.4988
30 C -0.9275
31 C 0.6246
32 C 0.3752
33 C -1.1367
34 C -0.3059
35 C -0.3612
36 C -1.4020
37 C 0.3886
38 C -0.4783
39 C 0.0670
40 C -1.1820
41 C 0.1390
42 C -1.1038
43 C -0.6348
44 C -0.4683
45 C -0.3130
46 C -0.7056
47 C -1.0516
48 H 0.3180
49 H 0.2474
50 H 0.3941
51 H 0.3265
52 H 0.3791
53 H 0.2471
54 H 0.3381
55 H 0.5370
56 H 0.4562
57 H 0.3289
58 H 0.3554
59 H 0.4284
60 H 0.0299
61 H 0.3546
62 H 0.2916
63 H 0.2970
64 H 0.3050
65 H 0.2975
66 H 0.2386
67 H 0.1784
68 H 0.3331
69 H 0.2059
70 H 0.0834
71 H 0.3469
72 H 0.1923
73 H 0.1651
74 H 0.3667
75 H 0.2981
76 H 0.3325
77 H 0.2387
78 H 0.3137
79 H 0.4304
80 H 0.3791
81 H 0.3842
82 H 0.4001
83 H 0.4451
84 H 0.3952
85 H 0.1598
86 H 0.4568
87 H 0.2609
88 H 0.3597
89 H 0.4745
90 H 0.2884
91 H 0.0333
92 H 0.2486
93 H 0.2324
94 H 0.2827
95 H 0.4529
96 H 0.3754
97 H 0.4198
98 H 0.2699
99 H 0.2600


DFT (ωB97M-V/def2-TZVPD) results for a molecular structure, C34H19BrF12N2O8Pb.

Element x y z (Å)
Pb  -1.44142  -0.39064  -1.11506
Br  -5.88652  1.15746  1.35364
F  2.71208  -3.05954  -2.92176
F  -0.45402  3.79246  0.23324
F  -1.39022  -4.03094  -2.28536
F  -0.77962  3.81576  -2.63456
F  2.39668  -4.92764  -1.94406
F  -1.06002  -3.92124  -0.15816
F  1.04498  4.74606  -2.05906
F  -0.07052  -5.41474  -1.32876
F  1.68248  3.94066  0.27284
F  1.04458  3.27026  -3.60716
F  1.17518  -4.38264  -3.61816
F  0.74278  2.18546  1.02764
O  -3.01532  1.15416  0.21484
O  -2.52342  -2.02924  6.12844
O  0.35248  -2.02274  -2.20766
O  -0.99252  -0.39084  6.28514
O  -0.36922  1.59106  -1.49606
O  -4.30782  -2.85644  1.56744
O  -3.23282  -2.04624  -0.21766
O  -3.39692  1.03426  -1.97116
N  1.44288  -0.50984  -0.85596
N  -1.29662  -0.99714  1.40704
C  2.84868  -4.64964  2.76184
C  4.68298  0.78636  -1.89616
C  -2.54912  -1.67334  3.30844
C  -5.37532  4.73926  -1.58576
C  0.68098  2.37476  -1.36806
C  -3.58382  1.50846  -0.83276
C  -0.43972  -0.58184  3.57004
C  1.74408  -3.88534  -2.51056
C  1.75148  -3.84524  0.65354
C  -0.46362  -4.11174  -1.33536
C  -1.72222  -1.20154  5.73224
C  1.86998  -1.53174  -0.08306
C  3.14848  2.60826  -1.76326
C  2.33158  0.36896  -1.34356
C  0.50318  3.54896  -2.40986
C  -4.59892  2.62186  -0.74536
C  -1.56752  -1.15734  4.12824
C  3.65158  -0.07694  -1.63406
C  -4.45642  3.70686  -1.60136
C  -0.35002  -0.50884  2.18864
C  5.58108  3.14156  -2.05876
C  1.44568  -2.85844  -0.26206
C  2.69998  -1.28054  1.02834
C  -3.44062  -2.23344  0.98364
C  -5.66652  2.60146  0.13644
C  3.01338  -2.27654  1.92344
C  0.65618  3.07856  0.04034
C  -6.61302  3.61536  0.13704
C  0.72998  -3.12804  -1.58416
C  2.07838  1.76066  -1.52536
C  4.45898  2.16086  -1.89876
C  -2.34942  -1.57314  1.93664
C  2.53348  -3.57134  1.76874
C  -6.46362  4.68496  -0.72756
H  3.71098  -4.38014  3.36874
H  5.67498  0.39926  -2.08496
H  6.51568  2.73456  -1.67276
H  -7.45622  3.55686  0.81014
H  3.65698  -2.04374  2.75954
H  2.99638  3.67496  -1.82146
H  3.04758  -5.59364  2.25734
H  3.82598  -1.14254  -1.61226
H  1.41308  -4.85754  0.49784
H  1.99608  -4.79324  3.42654
H  -7.19972  5.47696  -0.72646
H  5.72858  3.38586  -3.11166
H  0.48928  -0.04114  1.70384
H  3.05458  -0.27054  1.18004
H  -3.43942  -2.15154  3.68484
H  5.35268  4.06686  -1.53286
H  -5.24672  5.58096  -2.25126
H  -3.61042  3.71006  -2.27166
H  0.34258  -0.18214  4.19544

E_tot = -5983.891938 Eh
relative energy (zero: lowest compared OMol25 entry of this formula, charge and spin) = 193.7 kJ/mol
M = 1098.6 g mol⁻¹
net charge = -2
HOMO-LUMO gap = 0.11757 Ha

Which charges does Mulliken predict for the atoms? In e, they are:
1 Pb 1.6690
2 Br -0.1647
3 F -0.2263
4 F -0.2483
5 F -0.2794
6 F -0.1324
7 F -0.2731
8 F -0.1171
9 F -0.2936
10 F -0.3177
11 F -0.3011
12 F -0.3094
13 F -0.2886
14 F -0.1020
15 O -0.5586
16 O -0.6986
17 O -0.8510
18 O -0.7151
19 O -0.9993
20 O -0.8080
21 O -0.6000
22 O -0.8410
23 N 1.3306
24 N 0.6991
25 C -1.7167
26 C -1.0933
27 C -0.7663
28 C -0.5946
29 C 1.3971
30 C 0.8581
31 C -1.5937
32 C 0.4433
33 C -0.5235
34 C 0.2647
35 C 0.3317
36 C -0.2028
37 C -1.0020
38 C -0.0517
39 C 0.4320
40 C 0.2210
41 C 0.2365
42 C -0.0260
43 C -0.6599
44 C -0.3274
45 C -1.7092
46 C -0.9339
47 C 0.2071
48 C 0.0487
49 C 0.3573
50 C -1.2456
51 C 0.2634
52 C -0.5116
53 C 1.8038
54 C -0.2789
55 C 0.5506
56 C 0.5837
57 C 0.6730
58 C -0.4138
59 H 0.3988
60 H 0.4396
61 H 0.4053
62 H 0.3839
63 H 0.3131
64 H 0.4888
65 H 0.3912
66 H 0.4787
67 H 0.6032
68 H 0.3247
69 H 0.3443
70 H 0.3307
71 H 0.6369
72 H 0.4806
73 H 0.6288
74 H 0.3992
75 H 0.3653
76 H 0.4369
77 H 0.5557


DFT (ωB97M-V/def2-TZVPD) results for C6H7NS in the gas phase.

Element x y z (Å)
S  -0.92698  -1.91152  -2.24390
N  -0.39540  -2.36833  0.23803
C  0.16620  2.44077  0.17089
C  0.71077  1.06414  0.15048
C  -0.79844  -2.93162  -0.85210
C  -0.17096  -1.04627  0.02503
C  -0.43194  -0.69643  -1.22876
C  0.24298  0.04981  1.03138
H  -0.84792  -3.97160  -1.03180
H  -0.53066  0.41913  1.70747
H  1.66663  0.97201  -0.37470
H  -0.84797  2.78256  0.11689
H  0.40957  2.75901  1.19813
H  1.05336  -0.53125  1.69731
H  0.70077  2.96956  -0.60435

E_tot = -685.588050 Eh
relative energy (zero: lowest compared OMol25 entry of this formula, charge and spin) = 477.4 kJ/mol
M = 125.2 g mol⁻¹
HOMO-LUMO gap (alpha / beta) = 0.33456 / 0.25466 Ha

Which charges does Mulliken predict for the atoms? In e, they are:
1 S -0.1073
2 N -0.6187
3 C -1.1193
4 C -0.1184
5 C -0.1474
6 C 0.3403
7 C -0.2837
8 C -0.2085
9 H 0.4430
10 H 0.2877
11 H 0.3848
12 H 0.3436
13 H 0.3142
14 H 0.1845
15 H 0.3053


> E_tot of number 2 (C34H19BrF12N2O8Pb)?

-5983.891938 Eh